[1]
DFT (ωB97M-V/def2-TZVPD) results for one molecule with the formula C3H3NO2 in a non-equilibrium geometry.

Last column: natural (NBO) charge in e.
CARTESIAN COORDINATES (ANGSTROEM)
1 H 0.36 0.99 -0.35  0.34
2 N 1.11 0.29 -0.45  -0.67
3 C 0.65 -0.88 -0.29  0.38
4 O -0.74 -1.06 -0.10  -0.49
5 C -1.45 0.08 0.04  -0.27
6 C -2.74 0.02 -0.08  0.69
7 O -3.87 0.10 -0.09  -0.41
8 H 1.27 -1.76 -0.15  0.20
9 H -1.16 0.99 0.52  0.23

Calculated values
LUMO energy = 0.466 eV
Net charge = 0

***

[2]
DFT (ωB97M-V/def2-TZVPD) results for a 13-piece molecular cluster, C6H39N2O12 overall in a non-equilibrium geometry.

Last column: natural (NBO) charge in e.
CARTESIAN COORDINATES (ANGSTROEM)
1 C -0.85 -0.28 -2.08  -0.64
2 C -0.22 0.37 -0.85  -0.12
3 C -1.17 0.93 0.25  -0.45
4 C -0.75 0.45 1.67  0.20
5 C -1.19 -0.65 2.22  -0.55
6 C 0.89 0.98 3.49  -0.41
7 N -0.01 1.42 2.37  -0.64
8 N 0.90 1.34 -1.11  -0.69
9 H -1.83 0.10 -2.42  0.22
10 H -0.11 -0.07 -2.87  0.20
11 H -1.06 -1.33 -1.92  0.27
12 H 0.20 -0.49 -0.26  0.29
13 H -1.15 2.03 0.17  0.18
14 H -2.23 0.60 0.11  0.25
15 H -0.95 -1.20 3.12  0.22
16 H -1.78 -1.30 1.60  0.22
17 H 0.37 0.25 4.11  0.21
18 H 1.05 1.86 4.12  0.19
19 H 1.81 0.59 3.06  0.20
20 H 0.56 2.06 1.84  0.38
21 H 1.73 0.80 -1.34  0.45
22 H 0.89 2.05 -0.37  0.47
23 H 0.65 1.87 -1.95  0.45
24 H 0.73 3.89 3.43  0.49
25 H 0.08 4.40 2.13  0.49
26 O 0.88 3.99 2.49  -0.96
27 H 0.79 -2.44 0.78  0.48
28 H 1.70 -2.00 -0.49  0.50
29 O 1.45 -1.82 0.43  -0.98
30 H -0.72 -3.29 -0.66  0.49
31 H -0.17 -4.68 -1.05  0.51
32 O -0.88 -4.04 -1.25  -0.96
33 H -3.17 -1.51 -0.30  0.51
34 H -2.76 -2.93 -0.49  0.49
35 O -2.37 -2.04 -0.50  -1.00
36 H -0.13 -3.37 -2.64  0.51
37 H 0.48 -3.10 -4.08  0.49
38 O 0.66 -3.03 -3.14  -1.02
39 H -0.69 3.86 -3.04  0.49
40 H 0.04 4.76 -2.11  0.49
41 O -0.03 3.83 -2.33  -0.97
42 H 3.58 -1.98 -2.13  0.48
43 H 2.17 -2.24 -2.59  0.52
44 O 2.68 -1.67 -1.96  -1.01
45 H -4.04 3.41 1.21  0.48
46 H -3.30 2.95 0.06  0.46
47 O -4.18 2.84 0.44  -0.94
48 H 4.08 0.37 -1.03  0.46
49 H 5.07 -0.62 -0.39  0.48
50 O 4.89 0.32 -0.51  -0.94
51 H -4.43 0.87 -0.05  0.49
52 H -4.99 -0.09 0.85  0.48
53 O -4.75 -0.04 -0.09  -0.96
54 H 0.53 -5.03 1.59  0.49
55 H 1.65 -4.69 0.62  0.48
56 O 0.72 -4.93 0.65  -0.97
57 H 2.50 3.08 1.54  0.51
58 H 3.51 2.05 0.88  0.50
59 O 2.67 2.52 0.77  -1.00

Calculated values
LUMO energy = -2.654 eV
Net charge = +1

***

[3]
DFT (ωB97M-V/def2-TZVPD) results for C51H44BrClN3O8PSTi as an isolated structure in a non-equilibrium geometry.

Last column: Löwdin spin population.
CARTESIAN COORDINATES (ANGSTROEM)
1 Ti -0.85 -1.06 -0.21  0.91
2 O 0.61 -1.18 -1.37  0.02
3 C 0.62 -1.37 -2.66  0.01
4 C 1.83 -1.24 -3.36  0.00
5 C 1.90 -1.44 -4.72  0.00
6 C 0.75 -1.77 -5.46  0.00
7 C -0.45 -1.88 -4.78  0.00
8 C -0.55 -1.67 -3.40  0.00
9 C -1.92 -1.72 -2.84  0.02
10 N -2.23 -1.37 -1.66  0.00
11 C -3.62 -1.33 -1.18  0.01
12 C -3.63 -0.48 0.10  0.02
13 N -2.57 -0.94 1.02  0.21
14 C -3.01 -1.61 2.11  0.26
15 C -2.37 -1.91 3.35  0.04
16 C -3.08 -2.83 4.18  0.10
17 C -2.71 -3.19 5.46  0.00
18 C -1.56 -2.63 6.03  0.13
19 C -0.83 -1.73 5.26  0.00
20 C -1.18 -1.37 3.98  0.09
21 O -0.31 -0.43 3.47  0.04
22 H 2.71 -1.00 -2.78  0.00
23 H 2.85 -1.33 -5.23  0.00
24 H 0.80 -1.93 -6.52  0.00
25 H -1.35 -2.12 -5.33  0.00
26 H -2.71 -2.01 -3.52  0.00
27 H -3.96 -2.34 -0.94  0.00
28 H -4.28 -0.89 -1.93  0.00
29 H -4.61 -0.52 0.57  0.00
30 H -3.44 0.55 -0.18  0.01
31 H -4.04 -1.94 2.08  0.02
32 H -3.98 -3.27 3.75  0.00
33 H -3.32 -3.90 6.02  0.00
34 H -1.24 -2.89 7.03  0.01
35 H 0.07 -1.28 5.66  0.00
36 Cl 0.64 -3.44 2.42  0.00
37 C 2.06 -2.39 2.37  0.00
38 C 3.25 -3.08 2.57  0.00
39 C 4.46 -2.41 2.53  0.00
40 C 4.44 -1.05 2.29  0.00
41 C 3.22 -0.39 2.11  0.00
42 C 1.95 -1.01 2.14  0.00
43 P -0.04 0.17 1.94  0.02
44 C 0.98 1.68 2.12  0.00
45 C 1.13 2.28 3.37  0.00
46 C 1.81 3.48 3.50  0.00
47 C 2.32 4.13 2.37  0.00
48 C 2.16 3.53 1.12  0.00
49 C 1.51 2.31 1.00  0.00
50 C -1.59 1.48 2.23  0.00
51 C -2.51 1.40 3.28  0.00
52 C -3.57 2.31 3.42  0.00
53 C -3.74 3.34 2.51  0.00
54 C -2.81 3.47 1.48  0.00
55 C -1.76 2.57 1.36  0.00
56 H 3.22 -4.15 2.76  0.00
57 H 5.39 -2.94 2.69  0.00
58 H 5.37 -0.48 2.24  0.00
59 H 3.29 0.67 1.94  0.00
60 H 0.71 1.80 4.24  0.00
61 H 1.93 3.94 4.48  0.00
62 H 2.82 5.08 2.46  0.00
63 H 2.54 4.03 0.24  0.00
64 H 1.40 1.84 0.02  0.00
65 H -2.43 0.62 4.02  0.00
66 H -4.26 2.19 4.25  0.00
67 H -4.56 4.04 2.61  0.00
68 H -2.91 4.28 0.76  0.00
69 H -1.06 2.72 0.55  0.00
70 Br -5.55 -5.87 -0.16  0.00
71 C -3.91 -5.77 -1.13  0.00
72 C -3.76 -6.54 -2.27  0.00
73 C -2.57 -6.46 -2.97  0.00
74 C -1.55 -5.62 -2.53  0.00
75 C -1.72 -4.86 -1.39  0.00
76 C -2.91 -4.92 -0.68  0.00
77 C -0.59 -3.92 -0.95  0.01
78 O 0.52 -4.12 -1.39  0.01
79 O -0.98 -3.01 -0.12  0.02
80 H -4.57 -7.18 -2.60  0.00
81 H -2.44 -7.05 -3.87  0.00
82 H -0.60 -5.55 -3.05  0.00
83 H -3.03 -4.31 0.21  0.00
84 C 5.45 2.88 0.35  0.00
85 C 4.58 3.26 -0.82  0.00
86 C 4.06 2.28 -1.65  0.00
87 C 3.22 2.60 -2.71  0.00
88 C 2.89 3.93 -2.92  0.00
89 C 3.41 4.94 -2.11  0.00
90 C 4.26 4.59 -1.08  0.00
91 S 1.80 4.35 -4.22  0.00
92 O 1.70 3.22 -5.11  0.00
93 O 2.20 5.62 -4.77  0.00
94 N 0.41 4.60 -3.39  0.00
95 C -0.06 3.62 -2.35  0.00
96 C -0.31 2.18 -2.81  0.00
97 C -1.38 1.53 -1.95  0.00
98 O -2.56 1.73 -2.24  0.01
99 O -0.92 0.89 -0.93  0.01
100 H 6.36 2.38 0.01  0.00
101 H 4.91 2.19 1.00  0.00
102 H 5.73 3.76 0.93  0.00
103 H 4.29 1.24 -1.44  0.00
104 H 2.81 1.84 -3.36  0.00
105 H 3.13 5.97 -2.31  0.00
106 H 4.65 5.37 -0.43  0.00
107 H -0.31 4.72 -4.10  0.00
108 H -0.98 4.04 -1.97  0.00
109 H 0.66 3.64 -1.53  0.00
110 H 0.61 1.60 -2.76  0.00
111 H -0.66 2.18 -3.84  0.00

Calculated values
LUMO energy (alpha / beta) = 3.722 / 3.721 eV
Net charge = -2
Multiplicity = 3

***

We obtain relative energy (zero: lowest compared OMol25 entry of this formula, charge and spin) values of 310.1, 297.4, 374.3 kJ/mol for the records listed above, in that order.